# 1
DFT (ωB97M-V with the def2-TZVPD basis set) results for a structure of composition C21H46Br13InN5O2 in a non-equilibrium geometry.

```
88
Properties=species:S:1:pos:R:3:forces:R:3
C -2.5621 0.4883 1.2937 0.0 0.3 0.4
C -2.3562 1.4773 0.1561 -0.1 -0.3 -0.3
C -1.2262 1.0977 -0.8039 0.0 0.3 -0.1
C 0.1953 1.4702 -0.3600 -0.1 -0.1 0.2
N 0.5035 1.1027 1.0154 0.1 -0.2 0.0
In 1.4903 -0.7101 1.2915 0.2 0.1 -0.3
Br -0.2575 -2.5009 2.0067 0.1 0.0 0.0
C 2.8344 -1.2807 -0.3395 -0.2 -0.5 0.2
C 2.4087 -2.4627 -1.2321 0.2 0.7 -0.4
C 0.8947 -2.6677 -1.3406 0.3 -0.7 -0.3
C 0.4356 -3.3159 -2.6596 0.0 0.0 0.2
N -0.4687 -4.4690 -2.4610 0.0 -0.2 -0.1
C -1.8281 -4.0581 -2.4095 -0.1 -0.1 0.0
N -2.5149 -3.9247 -3.4662 -0.3 0.3 -0.2
N -2.3777 -3.7841 -1.1563 0.6 0.3 0.1
O 2.7397 -0.3891 3.0066 -0.9 -0.2 -0.1
N 1.9166 -0.1574 4.0443 0.2 -0.9 -0.3
O 1.6453 -1.1518 4.6463 -0.2 0.2 0.4
H -1.7092 0.4825 1.9684 0.1 0.0 -0.1
H -2.6928 -0.5289 0.9236 0.0 0.0 -0.1
H -3.4425 0.7528 1.8862 -0.1 -0.1 -0.1
H -2.2142 2.4972 0.5250 0.1 0.0 0.1
H -3.2825 1.5011 -0.4290 0.0 0.1 0.0
H -1.3930 1.6266 -1.7472 0.0 -0.1 -0.2
H -1.2921 0.0308 -1.0477 0.0 -0.1 0.1
H 0.8821 1.0019 -1.0871 0.0 0.1 -0.1
H 0.3206 2.5515 -0.4871 0.0 0.0 0.0
H 0.9517 1.8616 1.5080 0.0 0.0 0.0
H 2.9746 -0.3908 -0.9553 0.0 0.1 0.1
H 3.7895 -1.5014 0.1387 0.1 0.1 0.0
H 2.7804 -2.2788 -2.2503 0.1 0.0 0.1
H 2.9129 -3.3719 -0.8996 -0.2 -0.1 0.0
H 0.6187 -3.3824 -0.5655 -0.2 0.4 0.3
H 0.3656 -1.7298 -1.1671 0.0 0.0 0.1
H 1.2921 -3.6378 -3.2530 0.0 -0.1 0.1
H -0.1177 -2.6052 -3.2753 0.1 0.0 -0.1
H -0.1975 -4.9938 -1.6381 0.0 0.1 0.1
H -1.9329 -4.1934 -4.2558 0.0 -0.1 0.0
H -2.8806 -2.9053 -1.1584 -0.4 -0.3 -0.1
H -1.6638 -3.7184 -0.4391 -0.1 0.0 0.1
Br 0.5476 -4.6715 -5.7962 0.0 0.0 -0.1
C 0.8854 -3.1969 -7.0117 -0.1 -0.2 -0.1
C 2.3166 -2.7349 -6.9875 0.0 0.1 0.0
Br 2.7091 -1.6834 -5.4016 0.0 0.0 0.0
H 0.1913 -2.4087 -6.7314 0.0 0.0 0.0
H 0.6293 -3.5730 -8.0003 0.0 0.0 0.0
H 2.5114 -2.0749 -7.8302 0.0 0.0 0.0
H 3.0186 -3.5625 -7.0014 0.0 0.0 0.0
Br -1.0008 1.9802 -5.0357 0.0 0.0 0.1
C -0.6797 0.7788 -6.5244 0.0 0.1 0.0
C -1.9245 0.0263 -6.9206 0.0 -0.2 0.0
Br -2.3469 -1.4023 -5.6736 0.0 0.0 0.1
H 0.1250 0.1148 -6.2197 0.0 0.0 0.0
H -0.3423 1.4110 -7.3430 0.0 0.0 0.0
H -1.7763 -0.4578 -7.8843 0.0 0.0 0.0
H -2.7960 0.6714 -6.9686 0.0 0.0 0.0
Br 3.6557 2.0199 3.9692 0.8 0.7 0.2
C 5.2995 2.8240 4.6274 -0.4 0.2 0.0
C 5.9447 3.7441 3.6254 0.2 -0.2 -0.1
Br 6.8401 2.7653 2.1959 0.0 0.0 0.0
H 5.9486 2.0009 4.9098 0.1 0.0 0.0
H 5.0245 3.3947 5.5136 0.1 0.0 0.0
H 6.7270 4.3420 4.0889 0.0 0.0 0.0
H 5.2279 4.3973 3.1452 0.0 0.0 0.0
Br -4.5361 -2.1112 2.8137 -0.1 -0.1 0.0
C -3.1390 -2.0308 4.1634 0.0 0.0 -0.1
C -3.7029 -1.8654 5.5469 0.0 0.1 0.1
Br -4.3415 -0.0558 5.8770 -0.1 0.0 0.0
H -2.4807 -1.2192 3.8701 0.0 0.0 0.0
H -2.5985 -2.9699 4.0824 0.0 0.0 0.0
H -2.9268 -2.0412 6.2882 0.0 0.0 0.0
H -4.5453 -2.5245 5.7314 0.0 0.0 0.0
Br -8.3430 -0.3982 -0.2408 0.0 0.0 0.0
C -8.4164 -1.2139 1.5218 -0.1 0.0 -0.1
C -8.7811 -0.2156 2.5893 0.1 0.0 0.1
Br -7.2891 0.9427 3.0258 0.0 0.1 0.0
H -7.4450 -1.6649 1.6993 0.0 0.0 0.0
H -9.1748 -1.9904 1.4524 0.0 0.0 0.0
H -9.0316 -0.7321 3.5135 0.0 0.0 0.0
H -9.6063 0.4236 2.2922 0.0 0.0 0.0
Br 4.8040 6.8184 4.6215 -0.1 0.1 0.1
C 6.4756 7.5301 5.3037 -0.1 0.0 0.0
C 7.1390 8.4465 4.3103 0.1 -0.1 0.0
Br 7.9589 7.4476 2.8594 0.0 0.0 0.0
H 7.1009 6.6782 5.5529 0.0 0.0 0.0
H 6.2182 8.0709 6.2116 0.0 0.0 0.0
H 7.9471 8.9988 4.7845 0.0 0.0 0.0
H 6.4368 9.1393 3.8583 0.0 0.0 0.0
```
Forces are in eV/Å.

Computed properties:
- LUMO level (eV) = 1.6982
- charge = -1

***

# 2
DFT (ωB97M-V with the def2-TZVPD basis set) results for a structure of composition H24O12Xe in a non-equilibrium geometry.

```
37
Properties=species:S:1:pos:R:3:forces:R:3
Xe -0.4842 -0.6272 0.4834 -0.2 0.0 0.0
O -1.9979 2.2158 3.0396 0.1 0.5 -0.3
H -2.6782 1.7808 2.5256 -0.3 -0.2 0.0
H -1.2962 1.5681 3.1059 0.3 -0.5 0.2
O 1.3794 0.8790 -3.2251 0.2 0.5 0.2
H 1.8017 0.3560 -3.9065 0.2 -0.1 -0.1
H 0.6119 0.3667 -2.9705 -0.5 -0.5 0.1
O -3.8470 0.5246 -1.0591 -0.9 -0.5 0.3
H -3.9424 0.8195 -0.1535 -0.2 0.0 0.2
H -3.0132 0.8969 -1.3463 0.3 0.2 -0.2
O -1.7938 1.8628 -1.9102 0.4 -0.2 -0.8
H -2.2647 2.5529 -2.3774 -0.2 0.2 -0.3
H -1.5180 2.2729 -1.0905 0.4 0.6 0.7
O 2.1140 -2.6633 1.4335 0.2 -0.3 0.1
H 2.8774 -3.2015 1.6429 0.2 -0.1 0.1
H 2.4656 -1.7795 1.3265 0.0 0.9 0.2
O -1.2736 -0.6763 -3.0744 0.5 -0.4 0.0
H -1.4051 0.1457 -2.6019 -0.4 0.5 0.2
H -1.1600 -0.4127 -3.9876 -0.2 0.0 -0.3
O 2.7228 0.1183 1.9742 0.7 -0.5 0.1
H 2.0404 0.4115 2.5781 -0.4 -0.1 0.0
H 2.5644 0.6170 1.1727 0.0 0.3 -0.7
O 2.1879 1.5737 -0.4395 0.1 0.2 0.6
H 1.8268 1.4373 -1.3154 0.0 -0.3 -0.8
H 1.8186 2.4097 -0.1551 0.1 0.2 0.0
O 0.6298 0.8097 3.6550 -0.2 0.1 -0.2
H 1.1523 0.3519 4.3135 0.0 -0.3 0.4
H 0.8263 1.7361 3.7942 0.1 0.4 0.2
O 0.4869 -4.6021 0.8200 -0.7 -0.8 -0.3
H 1.0580 -5.3376 1.0418 0.0 -0.2 0.0
H 1.0105 -3.8247 1.0142 0.2 0.6 0.1
O -0.2773 -4.1002 -2.3092 -0.1 0.1 -0.5
H -0.3399 -3.5848 -1.5050 0.0 0.0 0.3
H 0.3150 -4.8189 -2.0880 0.1 -0.1 0.2
O -1.1543 3.4236 0.2947 0.0 0.0 -0.5
H -0.2248 3.6455 0.2389 0.2 0.2 0.0
H -1.2193 2.8529 1.0604 -0.2 -0.1 0.8
```
Forces are in eV/Å.

Computed properties:
- LUMO level (eV) = -0.3450
- energy above the lowest of the compared OMol25 structures with the same formula, charge and spin (kcal/mol) = 17.4

***

# 3
DFT (ωB97M-V with the def2-TZVPD basis set) results for an isolated molecule of C5H8O.

```
14
Properties=species:S:1:pos:R:3:forces:R:3
C 1.2146 0.0878 -1.4629 0.0 0.0 -0.1
C 0.0976 0.1102 -0.4752 0.4 0.0 0.0
C 0.4017 -0.3438 0.9410 0.2 0.0 0.2
C -1.0693 -0.0851 1.3242 -0.1 -0.1 0.1
C -1.3592 0.0596 -0.1849 -0.2 -0.1 0.0
O -0.7086 1.2912 -0.4877 0.1 0.2 0.1
H 1.7450 -0.8676 -1.4396 -0.1 0.1 -0.1
H 1.8970 0.8430 -1.0455 0.0 -0.1 -0.3
H 0.9715 0.3855 -2.4818 -0.2 -0.1 0.1
H 0.5796 -1.4246 0.8799 0.0 0.2 0.1
H 1.2325 0.1287 1.4713 -0.2 0.1 0.1
H -1.5537 -0.8562 1.9216 0.0 0.0 -0.2
H -1.1980 0.9005 1.7782 -0.2 -0.2 0.1
H -2.2507 -0.2291 -0.7384 0.3 0.1 0.0
```
Forces are in eV/Å.

Computed properties:
- LUMO level (eV) = 1.1363
- SMILES = C[C@]12CC[C@H]1O2
- energy above the lowest of the compared OMol25 structures with the same formula, charge and spin (kcal/mol) = 55.5